No. 1
Here is a molecular structure, C4H2Br2PtS5 from the OMol25 dataset. Energies are from ωB97M-V/def2-TZVPD.

CARTESIAN COORDINATES (ANGSTROEM)
Pt 0.7703 -1.4151 -0.7839
Br 3.1796 -2.1405 -0.3594
C 3.2140 -1.7855 1.5570
Br 1.4785 -1.8712 2.3249
H 3.6062 -0.7847 1.6749
H 3.8458 -2.5396 2.0061
S -4.3882 3.5602 -0.6299
C -3.2090 2.4483 -0.7113
S -1.5193 2.8334 -0.6438
C -0.8867 1.2196 -0.7844
C -1.8556 0.2079 -0.8873
S -1.4914 -1.4195 -1.0832
S -3.5087 0.7465 -0.8443
S 0.7645 0.9403 -0.8356

Forces on the atoms, in the same order (eV/Å):
Pt -0.08 0.02 -0.36
Br -0.13 0.02 -0.05
C 0.10 0.04 0.02
Br -0.04 -0.08 0.33
H 0.03 0.01 0.02
H 0.05 0.01 -0.01
S -0.10 0.10 0.00
C 0.09 -0.06 0.05
S 0.12 0.13 -0.01
C -0.32 -0.07 -0.03
C 0.07 0.28 0.01
S 0.05 -0.22 0.03
S -0.06 -0.16 -0.05
S 0.21 -0.02 0.06

Properties
Charge   0
Relative energy (zero: lowest compared OMol25 entry of this formula, charge and spin)   0.0 kJ/mol
Frontier orbital gap (alpha / beta)   7.320 / 6.286 eV
Molar mass   565.28 g mol⁻¹
Highest occupied orbital energy (alpha / beta)   -7.593 / -8.525 eV
Spin multiplicity   3
Calculated total energy   -201687.3254 eV
⟨S²⟩   2.0235

No. 2
Here is C3H3ClN2S2 in the gas phase in a non-equilibrium geometry from the OMol25 dataset. Energies are from ωB97M-V/def2-TZVPD.

CARTESIAN COORDINATES (ANGSTROEM)
C -1.0516 -1.0356 -0.0631
C -1.2780 0.2735 -0.1141
C -0.0303 0.9288 0.2461
H 2.1738 1.6503 -0.1054
H 0.6619 -2.0352 0.8150
H -1.5367 -1.9632 -0.5520
N 0.8987 -0.0821 0.2899
N 0.2808 -1.3319 0.0660
S 2.4731 0.3443 -0.3935
S 0.3926 2.4486 0.0417
Cl -2.9842 0.8025 -0.2307

Forces on the atoms, in the same order (eV/Å):
C -0.25 -3.83 -2.26
C -2.08 -0.07 1.46
C -0.73 -1.62 -1.49
H 0.01 0.10 -0.03
H -1.38 1.48 -1.99
H -0.30 1.89 1.59
N 0.30 0.34 0.29
N 2.79 -0.10 1.78
S 0.09 -1.63 0.37
S -0.34 3.23 0.38
Cl 1.89 0.20 -0.11

Properties
Charge   0
Relative energy (zero: lowest compared OMol25 entry of this formula, charge and spin)   205.6 kJ/mol
Frontier orbital gap   8.311 eV
Molar mass   166.66 g mol⁻¹
Highest occupied orbital energy   -8.623 eV
Structure (SMILES)   S=c1c(Cl)c[nH]n1S
Calculated total energy   -40329.6691 eV

No. 3
Here is 5 unconnected molecules or ions with the total composition C21H43N5O7S in a non-equilibrium geometry from the OMol25 dataset. Energies are from ωB97M-V/def2-TZVPD.

CARTESIAN COORDINATES (ANGSTROEM)
C 1.0937 1.1618 0.8723
C 0.7162 2.1975 -0.3207
S -1.0775 2.6776 -0.3399
C -2.1196 1.2576 -1.0082
C -3.3788 1.1011 -0.0351
O -4.6383 1.7681 -0.3900
C -5.5180 1.2260 0.6336
O -6.3127 1.8246 1.3708
O -5.2013 -0.1862 0.5782
C -3.7276 -0.3001 0.6626
N -3.2973 -1.5733 0.0598
C -2.0505 -1.8889 0.3519
C -1.2361 -1.5336 1.6751
C -1.2531 -2.7520 -0.7669
H 2.0488 1.5788 1.3763
H 0.3067 1.1071 1.6948
H 1.3611 0.1378 0.4203
H 1.3030 3.1680 -0.0974
H 1.0461 1.8001 -1.3382
H -2.4987 1.6317 -2.0351
H -1.5190 0.3064 -1.1857
H -3.0440 1.7331 0.8779
H -3.5688 -0.1276 1.7887
H -1.2884 -2.3666 2.4598
H -0.1281 -1.4261 1.3586
H -1.5121 -0.5477 2.1738
H -1.3430 -3.8558 -0.4893
H -1.6929 -2.5957 -1.8134
H -0.1440 -2.4672 -0.7127
C 3.1334 -2.1156 -0.5286
O 2.1992 -1.6139 0.0738
N 3.4620 -1.8577 -1.8244
C 4.5902 -2.4947 -2.4766
C 2.6569 -0.9148 -2.5764
H 3.8064 -2.8438 -0.0486
H 5.2911 -1.7237 -2.8072
H 4.2294 -3.0566 -3.3408
H 5.1028 -3.1760 -1.7957
H 2.6794 0.0560 -2.0744
H 1.6230 -1.2694 -2.6061
H 3.0386 -0.8113 -3.5928
C 2.7550 -5.6702 -4.6093
O 3.7739 -5.0115 -4.5029
N 1.4995 -5.1609 -4.7604
C 0.3324 -6.0109 -4.8808
C 1.3272 -3.7220 -4.8016
H 2.7747 -6.7718 -4.5902
H -0.1561 -5.8121 -5.8381
H -0.3586 -5.7854 -4.0646
H 0.6098 -7.0651 -4.8333
H 1.9052 -3.3155 -5.6356
H 1.7035 -3.2895 -3.8710
H 0.2743 -3.4659 -4.9256
C 0.2268 6.0530 -0.0665
O 1.1598 5.4426 0.4241
N -0.0729 7.3611 0.1747
C -1.2026 8.0195 -0.4484
C 0.7665 8.1167 1.0841
H -0.4718 5.5724 -0.7703
H -0.8413 8.8676 -1.0359
H -1.8807 8.3774 0.3306
H -1.7417 7.3341 -1.1042
H 1.7917 8.1213 0.7055
H 0.7578 7.6340 2.0646
H 0.4049 9.1415 1.1766
C 0.3151 -0.1367 5.0214
O 0.9159 -0.6420 4.0913
N -0.6088 -0.7681 5.8036
C -1.2821 -0.0947 6.8953
C -0.9266 -2.1565 5.5339
H 0.4809 0.9134 5.3131
H -1.0639 -0.6213 7.8279
H -2.3596 -0.1079 6.7121
H -0.9471 0.9401 6.9824
H -0.0171 -2.7561 5.6226
H -1.3059 -2.2454 4.5139
H -1.6765 -2.5210 6.2370

Forces on the atoms, in the same order (eV/Å):
C 0.86 0.42 -0.53
C 0.88 -0.45 0.86
S 0.44 -0.48 -0.33
C -1.03 0.38 -1.28
C 2.34 1.24 1.99
O -0.57 -1.16 1.91
C -0.11 -0.20 0.03
O 3.15 -2.59 -3.43
O -0.74 1.83 1.26
C -2.08 0.49 0.91
N 2.76 2.15 0.41
C -0.73 -0.43 -0.64
C 1.05 0.40 -0.84
C -0.38 -0.11 1.19
H -1.45 -0.82 -0.76
H 0.94 0.02 -1.31
H -0.68 1.70 1.07
H -1.40 -1.31 -0.64
H -0.51 0.53 1.33
H 0.56 -0.82 1.59
H -0.87 1.18 0.53
H -0.35 -1.04 -1.37
H 0.39 -0.83 -1.63
H -0.10 1.02 -1.40
H -1.75 -0.26 0.72
H 0.17 -1.39 -0.74
H 0.21 1.34 -0.44
H 0.56 -0.10 1.71
H -1.60 -0.36 -0.15
C 0.25 0.07 -0.60
O 0.03 -0.33 -0.36
N -0.13 -0.30 0.91
C -0.11 0.15 -0.26
C -0.12 0.04 0.30
H 0.04 0.02 -0.07
H 0.10 -0.13 -0.01
H 0.26 -0.07 0.04
H -0.13 0.09 -0.02
H -0.11 0.01 -0.15
H -0.01 0.19 -0.07
H 0.03 -0.09 0.14
C -0.43 0.17 -0.06
O -0.31 0.07 -0.03
N 0.67 -0.50 0.08
C 0.02 0.26 0.00
C 0.31 0.00 0.03
H -0.09 0.00 -0.01
H -0.12 -0.14 0.08
H -0.10 -0.14 -0.10
H 0.05 0.14 0.00
H -0.08 0.13 0.09
H -0.07 0.11 -0.10
H 0.10 -0.12 0.02
C -0.18 0.39 -0.01
O -0.04 0.33 0.07
N 0.05 -0.73 -0.23
C 0.19 0.05 0.17
C 0.15 -0.27 0.03
H -0.04 0.06 0.01
H -0.20 0.02 -0.03
H -0.10 0.06 -0.17
H 0.11 0.00 0.10
H -0.02 0.08 0.17
H 0.12 0.14 -0.01
H -0.03 -0.14 -0.08
C -0.17 -0.23 0.12
O -0.32 -0.09 0.28
N 0.45 0.54 -0.32
C -0.01 -0.25 -0.12
C 0.24 0.03 -0.17
H -0.07 0.01 0.08
H -0.12 0.15 0.08
H 0.00 0.10 0.19
H 0.02 -0.12 -0.08
H -0.14 -0.10 -0.07
H 0.00 -0.16 0.14
H 0.08 0.13 -0.04

Properties
Charge   0
Relative energy (zero: lowest compared OMol25 entry of this formula, charge and spin)   246.2 kJ/mol
Frontier orbital gap   8.706 eV
Molar mass   509.67 g mol⁻¹
Highest occupied orbital energy   -8.213 eV
Structure (SMILES)   CCSC[C@H]1OC(=O)O[C@H]1N=C(C)C.CN(C)C=O.CN(C)C=O.CN(C)C=O.CN(C)C=O
Calculated total energy   -55089.0231 eV

No. 4
Here is a gas-phase ion, C9H14N6 (charge +2) in a non-equilibrium geometry from the OMol25 dataset. Energies are from ωB97M-V/def2-TZVPD.

CARTESIAN COORDINATES (ANGSTROEM)
C 4.9411 0.1388 0.3395
C 4.1753 -0.8708 -0.1906
C 4.3788 1.2513 0.9659
C 2.7122 -0.8008 -0.1465
C 2.3957 0.3843 0.4241
C -1.3591 -0.2099 -0.0024
C -1.2726 1.6597 -1.5064
C -3.1421 1.3661 -0.0329
C -3.4399 -1.5580 0.9136
N 3.1011 1.2798 0.8979
N 1.8177 -1.7753 -0.4320
N 0.5751 -1.5275 -0.4626
N -0.0219 -0.4161 -0.2772
N -1.8142 0.9722 -0.2881
N -1.9786 -1.2040 0.6343
H 6.0761 0.1083 0.2856
H 4.5097 -1.8009 -0.6920
H 5.0168 2.0908 1.5225
H -1.9904 1.5752 -2.3147
H -1.0269 2.6992 -1.3545
H -0.4093 1.0938 -1.9941
H -3.5721 0.7739 0.7573
H -3.1978 2.4601 0.2342
H -3.8686 1.3085 -0.9266
H -3.8542 -1.0446 -0.0091
H -3.7613 -1.1630 1.8807
H -3.6198 -2.5875 0.9435
H 0.0567 -2.3649 -0.4560
H -1.4273 -1.8389 1.2869

Forces on the atoms, in the same order (eV/Å):
C 3.20 -1.40 -0.90
C -0.66 -1.88 -0.89
C 3.19 1.33 1.02
C 1.39 -1.10 -0.05
C -3.39 1.79 0.68
C 0.20 -2.40 0.99
C 1.52 -1.30 -1.21
C -3.18 1.85 0.00
C 0.59 3.74 -2.10
N -2.25 2.60 1.34
N 3.07 0.31 -0.72
N -1.97 1.00 1.47
N 1.83 1.77 -0.53
N 0.74 0.50 -2.88
N -0.06 -2.83 2.68
H -1.63 -0.32 -0.01
H 0.63 0.85 0.48
H -1.61 -1.95 -1.34
H -0.66 0.18 0.21
H 0.03 0.13 0.43
H -0.79 0.89 1.28
H -0.07 0.30 0.33
H 0.38 -1.11 -0.04
H 1.42 -0.29 1.00
H -0.81 -1.16 1.60
H -0.03 0.38 -0.35
H 0.31 -1.63 -0.47
H -1.23 -1.69 -0.47
H -0.17 1.45 -1.53

Properties
Charge   +2
Frontier orbital gap (alpha / beta)   6.130 / 6.294 eV
Molar mass   206.25 g mol⁻¹
Highest occupied orbital energy (alpha / beta)   -15.268 / -17.468 eV
Spin multiplicity   3
Calculated total energy   -18476.2260 eV
⟨S²⟩   2.0733

Q: The highest calculated total energy belongs to which entry?
A: C9H14N6

Q: charge of number 2 (C3H3ClN2S2)?
A: 0